This record from the OMol25 dataset describes a molecular structure, C22H58InN4O6. The level of theory is ωB97M-V/def2-TZVPD.

The calculation puts the lowest unoccupied orbital energy at 2.00 eV. Its orbital gap is 0.224 Ha. The value obtained for the HOMO energy is -4.11 eV. Its charge is -1.

Geometry as XYZ:
```
91
Properties=species:S:1:pos:R:3:mulliken_charge:R:1
N -7.65 -4.46 0.34 -0.6655
C -7.81 -3.36 -0.60 -0.5944
C -8.25 -2.01 0.03 -0.6185
C -7.46 -1.64 1.33 -0.3090
C -6.21 -0.78 0.98 -0.8944
In -4.23 -1.85 1.10 0.5323
H -6.68 -4.68 0.51 0.3267
H -8.13 -4.23 1.19 0.2762
H -6.91 -3.17 -1.19 0.2647
H -8.61 -3.65 -1.31 0.2810
H -8.10 -1.23 -0.73 0.2213
H -9.33 -2.00 0.28 0.3629
H -7.24 -2.53 1.94 0.3805
H -8.15 -1.00 1.91 0.2541
H -6.17 0.06 1.69 0.3856
H -6.33 -0.33 -0.01 0.0084
H -3.47 -1.70 -0.55 -0.4273
H -3.13 -0.98 2.24 -0.4034
H -4.34 -3.59 1.51 -0.4033
C -4.75 5.19 -3.80 -0.7350
O -4.34 5.42 -2.47 -0.3215
C -5.08 6.44 -1.81 -0.8091
C -5.93 5.86 -0.69 -0.1924
N -7.02 5.05 -1.22 -0.3333
C -7.73 4.27 -0.21 -0.8965
C -6.96 3.16 0.50 -0.4478
O -6.59 2.09 -0.33 -0.3609
C -5.37 2.26 -1.03 -0.5386
H -4.05 4.49 -4.25 0.2432
H -5.75 4.74 -3.83 0.3080
H -4.74 6.12 -4.38 0.3416
H -5.70 7.01 -2.52 0.4037
H -4.36 7.13 -1.37 0.3869
H -6.34 6.67 -0.09 0.3795
H -5.26 5.26 -0.06 0.1830
H -6.65 4.41 -1.92 0.1085
H -8.58 3.80 -0.71 0.3964
H -8.14 4.96 0.54 0.4159
H -7.63 2.74 1.26 0.3697
H -6.09 3.54 1.05 0.3647
H -4.65 2.87 -0.47 0.2771
H -5.55 2.70 -2.01 0.1732
H -4.93 1.27 -1.19 0.2984
C 4.13 -1.31 1.76 -0.5450
O 3.77 -0.13 1.07 -0.3473
C 3.88 -0.25 -0.35 -0.7819
C 2.50 -0.20 -1.00 -0.1652
N 1.74 -1.41 -0.71 -0.3535
C 0.33 -1.33 -1.10 -0.7807
C -0.56 -0.32 -0.39 -0.3364
O -0.77 -0.61 0.98 -0.2563
C 0.21 -0.11 1.86 -0.6748
H 4.14 -1.08 2.83 0.2476
H 3.40 -2.10 1.59 0.3234
H 5.13 -1.64 1.47 0.1239
H 4.42 -1.15 -0.64 0.3884
H 4.46 0.61 -0.70 0.3587
H 2.62 -0.11 -2.08 0.3677
H 1.99 0.70 -0.63 0.1975
H 1.78 -1.59 0.29 0.1175
H -0.10 -2.32 -0.93 0.3722
H 0.28 -1.15 -2.18 0.4006
H -1.55 -0.37 -0.85 0.2568
H -0.21 0.72 -0.52 0.2830
H 0.66 0.83 1.50 0.3009
H 0.99 -0.85 2.04 0.2041
H -0.28 0.09 2.82 0.2924
C 9.31 -3.23 3.19 -0.7170
O 10.25 -2.33 2.62 -0.3419
C 11.14 -2.96 1.71 -0.8011
C 10.89 -2.47 0.29 -0.1959
N 9.62 -2.98 -0.22 -0.3078
C 9.20 -2.37 -1.48 -0.7832
C 8.87 -0.88 -1.47 -0.4746
O 7.72 -0.55 -0.71 -0.3422
C 7.95 -0.33 0.67 -0.4745
H 8.76 -2.68 3.96 0.2407
H 8.59 -3.58 2.44 0.2993
H 9.81 -4.08 3.66 0.3396
H 11.09 -4.05 1.77 0.4002
H 12.15 -2.66 2.00 0.3920
H 11.70 -2.81 -0.36 0.3874
H 10.91 -1.37 0.31 0.1874
H 8.90 -2.81 0.47 0.0536
H 8.31 -2.90 -1.81 0.3808
H 9.97 -2.56 -2.24 0.4228
H 8.64 -0.59 -2.50 0.3474
H 9.72 -0.26 -1.17 0.3495
H 8.94 0.08 0.86 0.2848
H 7.81 -1.26 1.23 0.0511
H 7.20 0.38 1.03 0.3153
```

---

This record from the OMol25 dataset describes a molecular structure, C22H58N4O10V. The level of theory is ωB97M-V/def2-TZVPD.

The calculation puts the lowest unoccupied orbital energy at 0.16 eV. Its orbital gap is 0.127 Ha. The value obtained for the HOMO energy is -3.29 eV. Its charge is -1.

Geometry as XYZ:
```
95
Properties=species:S:1:pos:R:3:mulliken_charge:R:1
O -0.64 -0.88 -1.73 -0.7995
V -0.32 0.12 -2.97 1.4762
O -1.14 1.50 -2.72 -0.7550
O -1.25 -1.27 -6.61 -0.5851
C -0.53 -1.19 -7.86 -0.2903
C 1.05 -0.92 -7.76 -0.3576
O 1.65 -0.22 -6.67 -0.6262
H -0.89 -0.40 -8.51 0.2008
H -0.76 -2.03 -8.51 0.2475
H 1.42 -0.65 -8.75 0.2719
H 1.51 -1.91 -7.76 0.2099
C 1.73 6.57 1.40 -0.7263
O 3.10 6.75 1.70 -0.3006
C 3.27 7.63 2.82 -0.7008
C 4.71 7.98 3.11 -0.5220
N 5.14 9.21 2.33 -0.4407
C 6.63 9.34 2.13 -0.6941
C 6.79 10.48 1.09 -0.5478
O 6.24 10.06 -0.20 -0.3811
C 6.89 8.97 -0.77 -0.6691
H 1.71 5.72 0.72 0.2298
H 1.36 7.51 0.99 0.2938
H 1.16 6.27 2.27 0.3162
H 2.91 7.06 3.67 0.4792
H 2.69 8.55 2.76 0.3711
H 5.27 7.10 2.79 0.3373
H 4.89 8.20 4.17 0.3431
H 4.90 9.15 1.35 0.3214
H 7.17 8.45 1.81 0.3341
H 7.23 9.63 2.99 0.4279
H 7.86 10.62 0.99 0.3729
H 6.56 11.50 1.42 0.3309
H 7.94 9.16 -1.03 0.3013
H 6.50 8.61 -1.73 0.2786
H 6.76 8.06 -0.20 0.2439
C 5.07 0.71 1.63 -1.3254
C 3.71 0.10 1.29 0.3083
C 2.78 0.12 2.55 -0.6768
O 3.34 -0.89 3.48 -0.3161
C 2.62 -0.93 4.75 -0.6875
N 3.11 0.91 0.22 -0.6036
H 5.82 0.47 0.87 0.3718
H 5.61 0.33 2.49 0.3540
H 5.08 1.79 1.78 0.3039
H 3.86 -0.93 0.95 0.2606
H 1.73 0.01 2.29 0.4879
H 2.91 1.11 2.99 0.2655
H 3.10 -1.72 5.32 0.2319
H 1.58 -1.13 4.49 0.2860
H 2.77 0.00 5.29 0.2840
H 2.90 1.80 0.65 0.1987
H 3.71 1.19 -0.55 0.2608
C -1.08 -5.67 2.54 -1.3166
C 0.14 -6.60 2.09 0.3325
C 0.28 -6.49 0.52 -0.7190
O -0.82 -7.04 -0.25 -0.2998
C -0.82 -6.75 -1.60 -0.6873
N 1.34 -6.16 2.76 -0.6941
H -0.93 -4.68 2.12 0.3035
H -1.10 -5.49 3.62 0.4132
H -2.04 -6.08 2.23 0.3078
H -0.12 -7.60 2.46 0.2843
H 1.09 -7.19 0.33 0.3198
H 0.57 -5.48 0.20 0.3990
H 0.06 -7.19 -2.08 0.2790
H -0.85 -5.68 -1.81 0.3151
H -1.72 -7.21 -2.00 0.2286
H 1.64 -5.22 2.52 0.2668
H 1.08 -6.08 3.73 0.2706
C -6.69 -4.42 -1.88 -1.3224
C -7.18 -4.94 -3.28 0.5285
C -8.45 -5.79 -3.46 -0.6140
O -8.35 -6.99 -2.69 -0.2785
C -9.39 -7.96 -2.85 -0.7134
N -7.08 -3.84 -4.25 -0.7811
H -5.92 -3.66 -2.02 0.3831
H -6.44 -5.22 -1.18 0.3036
H -7.47 -3.81 -1.44 0.3171
H -6.44 -5.70 -3.54 0.1814
H -8.61 -5.83 -4.54 0.2985
H -9.30 -5.20 -3.11 0.3281
H -9.22 -8.59 -1.98 0.2305
H -9.25 -8.50 -3.78 0.2701
H -10.40 -7.56 -2.86 0.3018
H -6.92 -4.31 -5.13 0.2770
H -6.17 -3.42 -4.12 0.2899
C -4.86 1.11 2.25 -1.0961
C -4.50 0.06 3.28 -0.1202
O -5.10 0.50 4.52 -0.5187
H -5.93 1.28 2.23 0.2909
H -4.60 0.75 1.26 0.3561
H -4.49 2.10 2.51 0.2858
H -3.41 0.03 3.23 0.2208
H -4.83 -0.97 3.11 0.2943
H -4.93 -0.21 5.14 0.2879
```

---

This record from the OMol25 dataset describes 7 unconnected molecules or ions with the total composition C22H59ClN4O10. The level of theory is ωB97M-V/def2-TZVPD.

The calculation puts the lowest unoccupied orbital energy at -1.11 eV. Its orbital gap is 0.265 Ha. The value obtained for the HOMO energy is -8.32 eV. The calculation puts the energy relative to the best compared isomer or geometry (same formula, charge and spin) at 0.0 kcal per mole.

Geometry as XYZ:
```
96
Properties=species:S:1:pos:R:3:mulliken_charge:R:1
O 3.25 -2.50 -0.71 -0.3525
H 2.98 -2.78 0.20 0.4877
H 2.65 -1.73 -0.92 0.3470
H 3.11 -3.23 -1.34 0.4542
Cl 0.46 -0.51 -1.40 1.7313
O 1.80 -0.44 -1.99 -0.9345
O -0.50 -0.87 -2.39 -0.5885
O 0.45 -1.47 -0.31 -0.8506
O 0.27 0.77 -0.80 -0.4833
C 1.21 1.83 -4.31 -0.6039
O -0.18 1.92 -4.00 -0.5193
H 1.32 2.10 -5.35 0.3820
H 1.80 2.60 -3.81 0.2495
H 1.69 0.87 -4.11 0.1729
H -0.26 1.84 -3.05 0.2886
C 1.19 3.25 3.36 -1.5236
C 2.35 2.34 2.96 0.8438
C 3.07 1.69 4.14 -0.7292
O 3.72 2.63 4.96 -0.3288
C 4.55 2.00 5.90 -0.7168
N 1.78 1.31 2.09 -0.4725
H 1.46 3.80 4.26 0.3552
H 0.28 2.73 3.66 0.3249
H 0.90 3.93 2.56 0.4009
H 3.10 2.91 2.41 -0.0047
H 3.78 0.91 3.84 0.3798
H 2.29 1.11 4.67 0.3167
H 5.19 1.28 5.39 0.2981
H 3.95 1.52 6.69 0.2874
H 5.24 2.67 6.42 0.2701
H 1.32 1.73 1.30 0.1711
H 2.45 0.64 1.73 0.1051
C 5.50 1.59 -3.19 -1.4074
C 5.74 0.31 -2.35 0.2198
C 5.95 0.59 -0.84 -0.2700
O 6.61 1.82 -0.72 -0.3080
C 6.80 2.21 0.62 -0.4975
N 4.68 -0.69 -2.51 -0.4796
H 6.25 2.36 -3.02 0.3897
H 4.56 2.10 -2.94 0.2748
H 5.43 1.37 -4.25 0.3863
H 6.52 -0.23 -2.90 0.2997
H 6.52 -0.27 -0.48 0.3253
H 4.94 0.57 -0.41 0.1168
H 5.80 2.34 1.07 0.0511
H 7.31 3.15 0.78 0.2849
H 7.34 1.48 1.24 0.3083
H 4.66 -0.98 -3.48 0.2657
H 3.74 -0.33 -2.37 0.2323
C -2.99 -4.00 -0.62 -1.1904
C -2.00 -5.06 -0.13 0.5049
C -1.68 -5.99 -1.32 -0.9261
O -0.82 -7.05 -0.96 -0.3488
C -0.88 -8.09 -1.93 -0.7170
N -0.81 -4.41 0.51 -0.7299
H -2.93 -3.02 -0.16 0.1359
H -4.02 -4.38 -0.51 0.4204
H -2.92 -3.88 -1.71 0.3666
H -2.47 -5.61 0.68 0.4045
H -1.29 -5.43 -2.17 0.3204
H -2.68 -6.43 -1.44 0.3976
H -0.51 -9.02 -1.52 0.2535
H -0.24 -7.79 -2.77 0.2793
H -1.87 -8.22 -2.37 0.3152
H -1.36 -3.90 1.22 0.3068
H -0.59 -3.59 -0.05 0.2276
C -4.90 1.55 2.92 -1.8767
C -4.72 1.01 1.49 1.9193
C -6.15 0.74 0.93 -1.3546
C -6.20 0.89 -0.62 -0.5885
C -5.49 2.10 -1.15 -1.3979
C -4.07 2.24 -0.67 2.0113
N -4.10 2.15 0.80 -0.0602
O -2.77 2.34 1.27 -0.3733
C -3.23 1.11 -1.33 -1.3986
C -3.48 3.61 -1.06 -1.9995
C -4.01 -0.36 1.46 -1.8073
H -5.49 0.95 3.62 0.4223
H -5.39 2.52 2.91 0.4640
H -3.98 1.70 3.48 0.3402
H -6.58 -0.24 1.11 0.3600
H -6.84 1.50 1.32 0.4328
H -7.25 0.85 -0.93 0.4725
H -5.87 -0.07 -1.02 0.2823
H -6.06 3.03 -0.94 0.4012
H -5.59 2.22 -2.24 0.4820
H -3.55 0.83 -2.34 0.3076
H -2.17 1.36 -1.31 0.3222
H -3.41 0.16 -0.82 0.1732
H -4.21 4.38 -0.80 0.4076
H -2.51 3.80 -0.62 0.3340
H -3.22 3.72 -2.12 0.3872
H -4.42 -1.06 0.74 0.2603
H -4.10 -0.73 2.48 0.5504
H -2.92 -0.22 1.44 0.2583
H -2.30 1.54 0.97 0.2973
```